Molecular formula: C66H74Cl2F5N11O4PRbS
Method: DFT, ωB97M-V with the def2-TZVPD basis set

XYZ file:
```
165
Properties=species:S:1:pos:R:3:mulliken_charge:R:1
Rb 0.39787 0.18396 -0.14332 1.4840
O 4.35844 -3.82256 -3.07656 -0.8227
C 3.98684 -3.05426 -4.10883 0.8645
C 4.53900 -3.31642 -5.36687 -0.7917
C 4.18781 -2.54933 -6.46369 -0.2609
C 3.27972 -1.50610 -6.33314 -1.0889
C 2.72688 -1.25001 -5.08786 -0.2249
C 3.05704 -2.00386 -3.96853 0.2338
C 2.35795 -1.70180 -2.66519 -0.5467
O 1.48576 -0.80650 -2.64717 -0.0440
N 2.78328 -2.43825 -1.64914 -0.4676
N 1.91566 -2.47011 -0.56787 1.1496
C 2.41246 -2.42899 0.59998 -1.6948
C 3.78103 -2.06881 1.02727 0.3397
C 4.57867 -2.99123 1.68068 0.2714
C 5.83479 -2.66125 2.17826 -0.7374
C 6.27666 -1.34809 2.01604 -0.6041
C 5.49143 -0.40074 1.39650 -0.8461
C 4.18950 -0.69581 0.88804 -0.8841
O 3.43459 0.21358 0.41057 0.3473
H 3.85494 -3.44297 -2.27184 0.4661
H 5.24817 -4.12998 -5.45063 0.4174
H 4.63137 -2.76751 -7.42948 0.3576
H 3.00750 -0.90154 -7.18938 0.4118
H 2.00762 -0.45419 -4.94054 0.3758
H 1.68111 -2.65444 1.37583 0.3574
H 4.20312 -4.00471 1.79744 0.5920
H 6.45967 -3.40470 2.65754 0.3362
H 7.25800 -1.06121 2.38477 0.3750
H 5.83230 0.62395 1.29167 0.4561
N -2.54661 0.48540 3.18310 -0.0589
C -2.30472 0.98095 4.53547 -1.0563
C -0.88342 1.52434 4.63898 0.4048
C -0.74984 2.95774 4.12909 -0.4628
C 0.64230 3.25674 3.58500 -0.7711
N 0.83275 2.52450 2.33600 1.8118
H -2.30862 1.18957 2.48881 0.0016
H -3.52707 0.26843 3.04350 0.1740
H -2.44486 0.14575 5.22992 0.4811
H -3.01136 1.77203 4.83914 0.3643
H -0.23952 0.88493 4.03661 -0.5675
H -0.52850 1.46399 5.67342 0.3622
H -1.01114 3.66887 4.92042 0.4059
H -1.45253 3.14137 3.31375 -0.1188
H 1.39973 2.93388 4.31136 0.4635
H 0.75294 4.34828 3.46041 0.4203
H 1.77894 2.62838 1.98240 -0.2446
H 0.20059 2.96643 1.65602 -0.9483
Cl -2.36892 -0.90944 -0.07941 -0.3347
C -3.37199 -2.25028 0.34357 0.0675
C -4.70478 -2.01703 0.64858 -1.0277
C -5.52215 -3.09140 0.96360 -0.5774
C -5.00670 -4.38177 0.96016 -0.7408
C -3.67421 -4.59200 0.63956 -0.4906
C -2.82592 -3.52925 0.33202 -0.3667
P -1.05432 -3.68996 -0.13413 1.8536
C -1.20146 -3.84248 -1.94992 0.9194
C -2.40990 -3.83518 -2.63876 -0.5999
C -2.42672 -3.88910 -4.02609 -0.6395
C -1.23782 -3.94861 -4.73766 -0.9580
C -0.02637 -3.95733 -4.05855 -0.5406
C -0.00936 -3.90048 -2.67396 -1.2712
C -0.76569 -5.42570 0.37929 0.0352
C -0.57755 -6.48727 -0.49918 -0.3073
C -0.28740 -7.75881 -0.02004 -0.7085
C -0.19346 -7.98876 1.34256 -0.6643
C -0.37925 -6.93506 2.22960 -0.4391
C -0.64810 -5.66558 1.74963 -0.4492
H -5.07822 -1.00313 0.63236 0.5453
H -6.56235 -2.91671 1.20710 0.3650
H -5.64267 -5.22476 1.19856 0.4065
H -3.27811 -5.60058 0.62825 0.4442
H -3.34647 -3.76631 -2.09951 0.2682
H -3.37511 -3.86515 -4.54911 0.3295
H -1.25071 -3.96572 -5.82065 0.3248
H 0.91155 -3.97030 -4.60009 0.5303
H 0.93657 -3.85466 -2.15434 0.7944
H -0.65178 -6.31879 -1.56592 0.3653
H -0.13373 -8.57035 -0.72001 0.4054
H 0.03369 -8.98059 1.71384 0.3546
H -0.29679 -7.10002 3.29663 0.4867
H -0.76406 -4.84172 2.44499 0.3503
N -1.25252 -0.83627 -3.64749 -0.0333
C -1.04035 0.51585 -4.14389 -0.0791
C -2.18841 1.46323 -3.80743 -0.7746
N -2.30696 1.62508 -2.36866 -0.0282
H -0.36335 -1.22574 -3.34725 -0.0735
H -1.64505 -1.44305 -4.35460 0.2211
H -0.86690 0.55301 -5.23239 0.2899
H -0.12575 0.89598 -3.67816 -0.1070
H -3.12645 1.05137 -4.19879 0.3632
H -2.00942 2.41367 -4.34328 0.3308
H -2.93877 2.36931 -2.10096 0.2073
H -1.40514 1.88543 -1.98429 -0.4082
S 2.47985 -3.21676 6.39175 -0.2370
C 1.82484 -2.24414 5.04384 -0.2913
C 2.62406 -1.32457 4.38870 -0.7246
C 2.09622 -0.66457 3.28356 -0.5855
N 0.87408 -0.89675 2.82595 1.6480
C 0.08891 -1.73406 3.49542 -0.8587
C 0.51585 -2.43238 4.61404 -0.7306
C 3.07778 -4.60148 5.43460 0.2989
C 4.31075 -4.56426 4.80234 -0.0722
C 4.71477 -5.67658 4.07790 -0.4617
N 3.99144 -6.78588 3.95531 -0.6345
C 2.80245 -6.80181 4.55163 -0.4229
C 2.30358 -5.74633 5.29696 -0.0773
H 3.64673 -1.14865 4.69306 0.4510
H 2.68669 0.04256 2.71635 0.4970
H -0.91884 -1.84992 3.10985 0.4577
H -0.13937 -3.12844 5.12116 0.5326
H 4.93455 -3.68241 4.84407 0.3621
H 5.66804 -5.66406 3.56244 0.3505
H 2.21161 -7.70196 4.42446 0.3824
H 1.32664 -5.80847 5.75637 0.3863
F -1.40634 4.12032 -0.68101 -0.3732
C -1.60787 3.83327 0.69557 -0.4229
F -2.15149 2.49605 0.65094 -0.2932
C -2.86207 4.65355 0.99235 0.6183
F -2.60407 5.98049 0.92988 -0.3041
F -3.92894 4.44771 0.16496 -0.2963
F -3.32379 4.41825 2.24279 -0.2897
C 1.58959 5.63334 0.51880 -2.0123
C 3.01416 6.17864 0.33526 3.0237
C 3.01159 7.07686 -0.90699 -2.0068
C 3.31139 7.04474 1.56888 -2.0274
C 4.07549 5.03207 0.22161 2.4333
O 3.74405 3.97827 1.13005 -0.7940
C 5.52268 5.42548 0.61364 -2.0444
C 6.31396 6.50620 -0.13488 -1.2003
C 6.73916 6.14823 -1.53785 0.1979
C 6.38553 6.93866 -2.62480 -0.0766
C 6.77551 6.61022 -3.91554 -0.8955
C 7.53441 5.47351 -4.11824 0.4637
Cl 8.03510 5.05207 -5.73361 -0.2461
C 7.90449 4.66344 -3.05718 -0.9519
C 7.50682 5.00981 -1.77732 0.0435
C 4.13820 4.32219 -1.14920 -2.9911
N 2.90000 3.73113 -1.59322 1.4619
C 2.32503 2.61195 -1.13779 -0.3827
N 1.12171 2.48136 -1.67341 0.5744
C 1.04009 3.54542 -2.50316 -0.7359
N 2.09098 4.33606 -2.49528 -1.1230
H 0.90606 6.47705 0.63230 0.6454
H 1.48602 5.01544 1.40765 0.2030
H 1.22688 5.05347 -0.32299 -0.0147
H 2.28947 7.88217 -0.75442 0.5387
H 2.70526 6.52410 -1.79384 0.2906
H 3.97750 7.54080 -1.10033 0.3106
H 2.50493 7.76844 1.69385 0.5481
H 4.24755 7.59990 1.48749 0.3178
H 3.34756 6.45475 2.48893 0.3296
H 3.58719 4.35587 2.00227 0.5943
H 6.08804 4.49101 0.58283 0.7807
H 5.49904 5.70526 1.67019 0.3935
H 7.21909 6.68941 0.45511 0.4645
H 5.77820 7.45505 -0.15169 0.4402
H 5.78017 7.82197 -2.46706 0.2952
H 6.48514 7.22329 -4.75680 0.3993
H 8.48660 3.77077 -3.23572 0.4126
H 7.78808 4.36868 -0.95141 0.4381
H 4.86305 3.51135 -1.04750 0.5826
H 4.47497 4.99125 -1.93679 0.4751
H 2.81654 1.94109 -0.43996 0.4079
H 0.17483 3.75531 -3.10920 0.4046
```

Values from the calculation:
Energy above the lowest of the compared OMol25 structures with the same formula, charge and spin in kcal per mole: 0.0
Net charge: -2
Highest occupied orbital energy in eV: -2.28
LUMO energy in eV: 3.39
Kohn-Sham gap in eV: 5.6728